{
  "formula": "C5H5ClFN",
  "method": "ωB97M-V/def2-TZVPD",
  "e_lumo_ev": 0.9,
  "fmax_ha_per_bohr": 0.020,
  "e_tot_ev": -21993.6730,
  "orbital_gap_ha": 0.3934,
  "charge": 0,
  "symbols": ["C", "C", "C", "C", "C", "H", "H", "H", "H", "H", "N", "F", "Cl"],
  "xyz": [[-0.339509, 0.359440, -0.011118], [0.587314, -0.409558, 1.010608], [0.598456, -0.416615, -0.985631], [1.903366, 0.271389, -0.666059], [1.901859, 0.268493, 0.670244], [0.371254, -0.613075, 2.046360], [-0.281610, -1.994309, 0.024839], [0.367376, -0.652380, -1.991503], [2.633114, 0.571929, -1.407587], [2.631534, 0.691792, 1.332534], [0.628540, -1.533503, -0.002343], [-0.353117, 1.704568, -0.006247], [-2.050136, -0.179379, -0.002370]],
  "forces_ev_per_angstrom": [[-0.0494, -0.5103, 0.4661], [0.2720, 0.2114, -0.5517], [-0.0926, 0.1241, 0.3696], [0.2960, -0.3069, 0.2175], [0.3063, 0.3103, -0.6907], [-0.3539, -0.0684, 0.1572], [0.0326, 0.0084, -0.1698], [-0.4097, -0.0827, -0.9251], [-0.0900, 0.2032, 0.2982], [0.0582, -0.0303, 0.2820], [-0.0735, -0.1532, 0.6613], [-0.0674, 0.2200, -0.0659], [0.1715, 0.0746, -0.0488]],
  "lowdin_charge": [-0.746, -0.223, -0.261, -0.022, -0.025, 0.136, 0.071, 0.130, 0.110, 0.103, 0.038, 0.014, 0.674]
}